{"formula": "C31H35N15O7SSn", "method": "wB97M-V/def2-TZVPD", "e_lumo_ev": -0.27, "charge": 0, "homo_ev": -6.96, "gap_ha": 0.24598, "e_tot_ha": -3162.9114, "de_lowest_ev": 1.488, "species": ["Sn", "C", "N", "C", "C", "N", "C", "C", "C", "C", "C", "C", "N", "C", "N", "C", "C", "C", "C", "C", "C", "N", "H", "H", "H", "H", "H", "H", "H", "H", "H", "H", "H", "H", "H", "H", "H", "O", "C", "C", "O", "C", "C", "O", "C", "O", "O", "N", "C", "C", "C", "C", "N", "C", "N", "N", "C", "O", "O", "H", "H", "H", "H", "H", "H", "H", "H", "H", "H", "H", "H", "H", "H", "N", "N", "N", "C", "N", "N", "H", "H", "H", "S", "C", "C", "N", "C", "H", "H", "H"], "positions_angstrom": [[-0.2053, -0.0844, -0.4298], [-3.5375, 1.2939, 0.5910], [-2.2785, 1.9970, 0.4161], [-2.3065, 3.1688, -0.4442], [-1.1065, 3.2768, -1.3433], [-0.3898, 2.3002, -1.8274], [0.5983, 2.9098, -2.6013], [1.6359, 2.3428, -3.3381], [2.4812, 3.1982, -4.0157], [2.3055, 4.5886, -3.9757], [1.2787, 5.1684, -3.2538], [0.4344, 4.2997, -2.5723], [-0.6582, 4.5054, -1.7512], [-3.8816, 0.4581, -0.5950], [-3.2888, 0.5216, -1.7511], [-3.9451, -0.4154, -2.5403], [-3.7319, -0.7677, -3.8699], [-4.5221, -1.7669, -4.4069], [-5.5172, -2.3995, -3.6468], [-5.7547, -2.0476, -2.3299], [-4.9506, -1.0482, -1.7953], [-4.9008, -0.4453, -0.5541], [-4.3785, 1.9710, 0.8023], [-3.4407, 0.6329, 1.4504], [-1.9117, 2.2287, 1.3286], [-2.3606, 4.0932, 0.1445], [-3.1979, 3.1317, -1.0729], [1.7832, 1.2708, -3.3395], [3.3106, 2.7892, -4.5772], [2.9943, 5.2249, -4.5168], [1.1426, 6.2422, -3.2238], [-1.0738, 5.3920, -1.5273], [-2.9571, -0.2781, -4.4462], [-4.3747, -2.0725, -5.4350], [-6.1153, -3.1777, -4.1034], [-6.5323, -2.5277, -1.7495], [-5.3913, -0.7378, 0.2765], [-2.5560, -3.5022, 4.6539], [-2.2119, -2.6835, 3.8319], [-0.8857, -1.9977, 3.7486], [-0.0272, -2.0172, 4.6438], [-0.7761, -1.4042, 2.4291], [-1.9732, -1.6930, 1.6957], [-2.1199, -1.4919, 0.4673], [-2.9989, -2.1981, 2.6358], [-4.2062, -2.1664, 2.4813], [0.2252, -0.7704, 1.9169], [1.3352, 1.8798, 0.6886], [2.6560, 1.2402, 0.8054], [3.7395, 2.1961, 1.3025], [5.0888, 1.5333, 1.5644], [4.9269, 0.3284, 2.4528], [4.1255, 0.6978, 3.6108], [3.0580, 0.0401, 4.0120], [2.2479, 0.5976, 4.9250], [2.7774, -1.1755, 3.5541], [2.9643, 0.6531, -0.5808], [3.9446, 1.0594, -1.1999], [2.1010, -0.2131, -0.9775], [1.3974, 2.6698, 0.0505], [1.0334, 2.2308, 1.5906], [2.5064, 0.3944, 1.4857], [3.3722, 2.7025, 2.2039], [3.8898, 2.9642, 0.5413], [5.7774, 2.2524, 2.0204], [5.5337, 1.2215, 0.6204], [5.8926, -0.0686, 2.7667], [4.4123, -0.4567, 1.9013], [4.2786, 1.6163, 3.9933], [2.4508, 1.4816, 5.3525], [1.4156, 0.1007, 5.1921], [3.2274, -1.5799, 2.7530], [1.8708, -1.5120, 3.7601], [0.8001, -4.5245, 3.2810], [1.1032, -3.9746, 2.0501], [2.2528, -3.3951, 1.7828], [2.0896, -3.0966, 0.4945], [0.9088, -3.5094, 0.0258], [0.2893, -4.0695, 1.0404], [0.9067, -3.8124, 3.9975], [-0.1650, -4.8328, 3.2446], [2.8212, -2.5782, -0.1027], [0.2432, -3.7921, -3.9497], [-1.1585, -4.0241, -2.9929], [-1.3475, -2.9531, -2.1871], [-0.4131, -1.9563, -2.3330], [0.4793, -2.2627, -3.2224], [-1.7406, -4.9279, -3.0629], [-2.1337, -2.8317, -1.4553], [1.3152, -1.6261, -3.4793]], "forces_ev_per_a": [[0.1, 0.0, 0.1], [-0.1, 0.1, 0.0], [0.2, -0.1, 0.1], [0.0, 0.0, 0.0], [0.1, -0.1, -0.1], [0.0, 0.3, 0.0], [-0.1, 0.0, 0.0], [0.0, -0.1, 0.1], [0.0, 0.0, 0.0], [0.0, 0.0, 0.0], [0.0, 0.0, 0.0], [0.1, -0.1, 0.0], [-0.1, 0.1, 0.0], [0.0, -0.1, -0.2], [0.0, 0.2, -0.1], [0.0, -0.1, 0.1], [0.1, -0.1, 0.0], [0.0, 0.0, 0.0], [0.0, 0.0, 0.0], [0.0, 0.0, 0.0], [0.1, 0.0, 0.0], [-0.2, 0.1, 0.1], [0.0, 0.0, 0.0], [0.0, -0.1, 0.1], [0.1, 0.0, -0.1], [-0.1, 0.0, 0.0], [0.0, -0.1, 0.0], [0.0, 0.0, 0.0], [0.0, 0.0, 0.0], [0.0, 0.0, 0.0], [0.0, 0.0, 0.0], [0.0, 0.0, 0.0], [0.0, 0.0, 0.0], [0.0, 0.0, 0.0], [0.0, 0.0, 0.0], [0.0, 0.0, 0.0], [0.2, -0.1, 0.0], [0.0, 0.1, 0.1], [-0.1, 0.0, -0.1], [-0.2, 0.3, -0.7], [0.9, 0.3, 0.3], [-0.1, 0.0, 0.1], [0.2, 0.0, -0.2], [-0.1, 0.1, 0.2], [-0.2, 0.2, 0.0], [0.2, -0.1, 0.0], [-0.2, -0.2, 0.2], [0.1, 0.1, 0.1], [-0.2, 0.2, 0.2], [0.0, 0.2, -0.4], [0.0, 0.3, -0.2], [0.4, -0.2, 0.1], [0.6, 0.1, 0.0], [-0.5, -0.6, 0.1], [0.0, -0.2, -0.1], [0.9, 1.1, 0.4], [-0.1, -0.1, -0.4], [-0.1, -0.2, 0.1], [0.1, 0.0, 0.0], [0.0, 0.0, 0.0], [-0.1, 0.0, 0.0], [0.0, 0.1, -0.1], [0.0, 0.0, 0.0], [-0.1, 0.0, 0.0], [0.0, 0.0, 0.0], [0.0, 0.0, 0.0], [0.0, -0.1, 0.1], [0.1, 0.0, 0.0], [0.0, 0.0, 0.0], [0.0, 0.0, -0.1], [-0.2, -0.2, 0.1], [0.0, -0.1, 0.1], [-1.4, -0.6, 0.2], [0.4, -0.4, 0.1], [-0.1, 0.0, 0.0], [0.0, 0.0, -0.1], [-0.1, -0.1, 0.0], [0.1, 0.0, -0.2], [0.0, 0.1, 0.0], [-0.2, 0.1, 0.0], [0.0, 0.1, 0.0], [0.0, 0.0, 0.0], [0.0, 0.1, 0.0], [0.1, 0.0, 0.0], [0.0, 0.1, 0.0], [-0.1, 0.0, 0.1], [0.0, -0.1, 0.0], [0.0, 0.0, 0.0], [0.0, 0.0, 0.0], [0.0, 0.0, 0.1]]}